A cluster of 2 separate species, CCl2O3S2 in total in a non-equilibrium geometry, computed with wB97M-V/def2-TZVPD.

Structure (XYZ):
```
8
Properties=species:S:1:pos:R:3:lowdin_charge:R:1
C -0.595 2.172 2.977 -0.40
O -1.389 2.265 2.129 0.20
O 0.208 1.998 3.794 0.21
O 0.310 0.723 -1.560 -0.55
S -0.830 -1.886 -2.227 0.12
S 0.586 -0.641 -1.362 0.16
Cl 2.098 -1.100 -2.646 0.19
Cl -0.389 -3.531 -1.105 0.08
```

The calculation puts the max |F| at 0.065 Eh/bohr. For the LUMO energy, the calculation gives -0.0334 Eh. The value obtained for the total energy is -1980.5905 Eh. The energy above the lowest of the compared OMol25 structures with the same formula, charge and spin comes out at 4.1 kcal per mole. The calculation puts the orbital gap at 9.13 eV. As for the molar mass: 195.05 g mol⁻¹.